a) The following is a DFT calculation (ωB97M-V/def2-TZVPD) of C5H13NO2 as an isolated structure.

Geometry as ORCA input:
```
! RIJCOSX wB97M-V def2-TZVPD def2/J DEFGRID3
* xyz 0 1
C -1.19124 1.81606 0.72284
C -1.64743 -0.42740 -0.00849
C -2.04779 -1.25899 -1.02512
O -1.75760 0.91941 -0.23559
O -1.80294 -0.81510 1.31871
H -2.71767 -1.10084 1.43484
H -0.09896 1.79471 0.69186
H -1.53783 2.80658 0.43816
H -1.52147 1.58172 1.73452
H -2.19233 -2.30968 -0.83299
H -2.10436 -0.88476 -2.03422
C 2.85342 0.52085 -0.43330
C 0.32345 -0.82044 -0.19638
N 2.23929 -0.33112 0.56795
H 2.62887 -1.27013 0.50754
H 2.26455 1.43825 -0.54318
H 2.96238 0.07187 -1.43094
H 3.85382 0.82999 -0.09794
H 0.38395 -1.89082 -0.05214
H 0.50596 -0.47867 -1.20627
H 0.60392 -0.19150 0.68015
*
```

LUMO energy (alpha / beta) (Ha): 0.006 / 0.009
Kohn-Sham gap (alpha / beta) (eV): 7.75 / 7.50

b) The following is a DFT calculation (ωB97M-V/def2-TZVPD) of a 3-piece molecular cluster, C5H13NO2 overall.

Geometry as ORCA input:
```
! RIJCOSX wB97M-V def2-TZVPD def2/J DEFGRID3
* xyz 0 1
N -1.13425 -2.86729 -1.35953
C -0.69760 -1.88169 -0.49483
C -1.14887 -0.62609 -0.45322
C -0.54832 0.39331 0.45743
C -1.28362 1.10345 1.30095
C -0.77144 2.28468 2.09703
H -0.91683 -3.82449 -1.17580
H -1.74562 -2.61358 -2.10885
H 0.03584 -2.23106 0.21238
H -2.01907 -0.29601 -1.00266
H 0.52776 0.43679 0.37693
H -2.27379 0.77343 1.59203
H -1.16031 2.20750 3.10878
H 0.32339 2.23180 2.20654
H -0.87891 3.19398 1.51897
H 1.71507 -1.60702 -1.54641
H 2.82328 -0.78978 -2.06381
O 2.52474 -1.17971 -1.23120
H 1.48782 1.43291 -0.43448
H 2.95465 1.85030 -0.22251
O 2.18605 2.00857 -0.77775
*
```

LUMO energy (Ha): 0.032
Kohn-Sham gap (eV): 8.72

What is the most stable structure shown above? It is b).